128
Properties=species:S:1:pos:R:3 method="wB97M-V/def2-TZVPD" orbital_gap_ha="0.29409 / 0.10924" multiplicity=2 s_squared=0.756 total_charge=+1 total_energy_ha=-14218.20857
Rb -3.966 1.667 -1.861
C -0.192 2.252 0.094
F -0.899 3.194 -0.553
F 0.519 1.648 -0.852
F 0.578 2.917 0.971
S -1.380 1.048 1.087
O -0.486 0.328 1.957
O -2.371 1.861 1.743
N -2.109 0.229 -0.307
S -2.013 -1.246 0.158
O -0.704 -1.879 -0.102
O -2.589 -1.559 1.480
C -3.208 -1.945 -1.257
F -3.023 -3.247 -1.387
F -4.482 -1.666 -0.937
F -2.957 -1.338 -2.385
C 4.185 -2.659 -2.341
O 5.024 -3.516 -2.659
N 2.838 -2.733 -2.539
C 1.872 -1.925 -1.905
C 2.235 -3.822 -3.323
H 4.395 -1.815 -1.666
H 1.128 -1.658 -2.656
H 2.379 -1.038 -1.525
H 1.385 -2.373 -1.039
H 1.591 -4.508 -2.772
H 1.595 -3.406 -4.101
H 3.017 -4.383 -3.836
C 2.999 -1.985 1.328
O 3.666 -1.166 0.680
N 3.322 -2.456 2.576
C 2.409 -3.197 3.390
C 4.574 -2.067 3.196
H 2.012 -2.371 1.030
H 1.481 -3.537 2.931
H 2.155 -2.613 4.275
H 2.916 -4.109 3.704
H 4.904 -2.839 3.892
H 5.345 -1.904 2.443
H 4.651 -1.059 3.603
C 1.062 1.422 -4.963
O 1.196 2.607 -4.536
N 0.174 0.520 -4.533
C 0.136 -0.775 -5.175
C -0.851 0.941 -3.595
H 1.611 0.988 -5.814
H 0.919 -0.990 -5.902
H -0.866 -0.913 -5.579
H 0.285 -1.551 -4.424
H -0.613 1.775 -2.934
H -1.817 1.118 -4.068
H -0.973 0.085 -2.930
C 1.809 1.418 4.152
O 1.425 1.133 5.302
N 2.925 2.110 3.861
C 3.256 2.263 2.456
C 3.959 2.508 4.862
H 1.209 1.189 3.258
H 3.154 3.320 2.209
H 2.621 1.810 1.695
H 4.194 1.720 2.335
H 4.129 3.577 4.731
H 3.605 2.170 5.836
H 4.860 1.950 4.608
C -3.120 -2.930 -5.762
O -2.552 -2.767 -6.819
N -3.968 -3.983 -5.518
C -4.530 -4.129 -4.150
C -4.151 -5.183 -6.388
H -3.086 -2.172 -4.963
H -5.603 -4.320 -4.133
H -4.383 -3.253 -3.518
H -4.041 -4.939 -3.610
H -3.725 -6.114 -6.014
H -5.218 -5.241 -6.606
H -3.702 -5.010 -7.366
C 1.596 6.080 -1.541
O 0.975 6.384 -2.563
N 1.197 6.119 -0.264
C 2.151 5.965 0.859
C -0.217 6.249 0.109
H 2.660 5.805 -1.606
H 3.157 5.835 0.460
H 1.882 5.100 1.464
H 2.155 6.778 1.584
H -0.941 6.383 -0.695
H -0.574 5.329 0.573
H -0.397 6.948 0.926
C -1.368 -3.661 4.631
C -2.536 -4.423 3.988
C -2.209 -4.925 2.563
C -1.053 -5.791 2.411
N -0.130 -6.491 2.292
H -1.144 -2.763 4.055
H -0.427 -4.207 4.695
H -1.765 -3.305 5.582
H -3.353 -3.715 3.845
H -2.920 -5.195 4.655
H -1.896 -4.070 1.965
H -3.032 -5.372 2.005
C 3.189 2.303 -1.336
C 4.544 2.668 -1.984
C 4.415 2.607 -3.535
C 4.204 1.211 -3.980
N 4.037 0.105 -4.373
H 3.018 1.232 -1.439
H 2.441 2.777 -1.971
H 3.061 2.645 -0.309
H 5.319 2.036 -1.551
H 4.673 3.711 -1.696
H 5.281 3.029 -4.046
H 3.577 3.247 -3.811
Br -5.889 4.224 4.316
C -3.945 3.872 3.984
C -3.485 4.741 2.776
Br -3.294 6.686 3.253
H -3.833 2.818 3.731
H -3.361 4.078 4.881
H -4.207 4.559 1.979
H -2.516 4.320 2.510
Br -4.348 -1.728 5.701
C -5.335 -0.145 4.985
C -5.038 -0.109 3.552
Br -6.017 1.190 2.490
H -4.961 0.721 5.533
H -6.386 -0.322 5.212
H -5.106 -1.113 3.133
H -3.974 0.105 3.461